{"formula": "C3H31NO12", "method": "ωB97M-V/def2-TZVPD", "gap_ev": 10.923, "max_force_ev_per_a": 3.90, "lumo_energy_ha": 0.00041, "homo_energy_ev": -10.9, "relative_energy_kcal_mol": 52.0, "charge": 0, "species": ["C", "C", "C", "N", "H", "H", "H", "H", "H", "H", "H", "H", "H", "O", "H", "H", "O", "H", "H", "O", "H", "H", "O", "H", "H", "O", "H", "H", "O", "H", "H", "O", "H", "H", "O", "H", "H", "O", "H", "H", "O", "H", "H", "O", "H", "H", "O"], "xyz": [[1.560, -2.801, -1.981], [1.125, -2.304, -0.600], [1.858, -0.233, -0.003], [0.889, -0.897, -0.493], [1.934, -3.822, -1.972], [0.778, -2.676, -2.727], [2.418, -2.171, -2.314], [1.697, -2.758, 0.223], [0.155, -2.850, -0.309], [2.860, -0.610, 0.134], [1.726, 0.859, 0.227], [-4.125, -1.623, 1.241], [-2.919, -1.599, 2.200], [-3.173, -1.509, 1.243], [3.352, -0.046, -2.285], [3.765, -0.042, -3.683], [3.930, 0.451, -2.865], [-2.055, -0.367, 0.444], [-0.918, -0.042, -0.514], [-1.662, 0.373, -0.053], [-0.472, -0.094, 3.848], [-0.453, 1.364, 3.850], [-0.243, 0.627, 4.449], [-0.126, 0.337, -2.171], [-1.365, 0.978, -2.811], [-0.456, 0.701, -2.998], [0.552, 2.745, -2.050], [2.035, 2.486, -1.616], [1.200, 2.854, -1.325], [1.464, -1.105, -5.040], [1.684, 0.143, -4.271], [2.184, -0.618, -4.615], [-1.548, 0.943, 1.755], [-1.117, 2.380, 2.016], [-1.749, 1.685, 2.333], [-3.429, -0.077, 3.392], [-2.735, -0.885, 4.483], [-3.436, -0.949, 3.815], [1.185, -2.235, 2.709], [0.905, -1.413, 4.049], [0.673, -2.178, 3.507], [0.257, 4.371, 2.018], [0.410, 3.313, 0.960], [0.196, 3.419, 1.912], [-3.431, 2.596, -1.265], [-2.454, 1.352, -1.115], [-2.929, 1.928, -1.733]], "forces_ev_per_angstrom": [[1.0055, 1.2013, 0.0003], [-2.1642, -3.2104, 0.4981], [-0.8856, 1.7077, -0.3467], [0.9381, 0.7742, 0.6465], [-0.2855, -0.0984, 0.1561], [-0.0595, -0.0841, 0.0626], [-0.5057, -0.4375, 0.0646], [0.9463, 0.7378, -0.3167], [0.7751, 1.0174, -0.8511], [0.2450, -0.5866, 0.4245], [-0.0047, -1.0449, -0.4238], [-0.1260, 0.0363, -0.0753], [-0.5436, 0.0230, -0.8191], [0.7516, -0.2703, 0.6790], [-0.0961, -0.0275, 0.4736], [0.2426, 0.2708, -0.1709], [-0.0383, -0.1207, -0.0870], [-0.7107, -0.1377, -0.2627], [0.3295, -0.1227, 0.3251], [0.4917, -0.4003, 0.0063], [-0.0349, -0.1425, 0.2104], [-0.1428, 0.1331, 0.2992], [0.0781, -0.2704, -0.3985], [0.1381, -0.1316, 0.0481], [-0.0427, 0.1608, -0.1208], [0.1384, 0.0910, -0.1794], [0.6252, -0.1609, 0.4162], [0.1131, -0.0612, -0.3895], [-0.7868, 0.1787, 0.0803], [0.3809, -0.1966, -0.0619], [0.2676, -0.0351, 0.0302], [-0.9812, 0.2253, -0.1197], [-0.1132, 0.1281, -0.3445], [-0.7190, -0.3574, 0.4697], [0.3304, 0.3709, 0.1980], [-0.0213, 0.0573, 0.1970], [-0.2414, 0.0171, -0.0480], [0.4531, 0.2327, 0.2268], [0.5338, 0.4347, -0.2179], [0.5057, -0.0494, -0.4201], [-0.9795, -0.2851, 0.7012], [-0.1072, 0.1665, 0.3006], [0.0212, -0.1365, 0.4253], [0.5613, 0.2105, -1.1674], [0.1515, -0.1308, 0.2435], [-0.3709, 0.0974, 0.8030], [-0.0631, 0.2262, -1.1650]], "lowdin_charge": [-0.08, -0.32, -0.01, -0.05, 0.08, 0.07, 0.06, 0.10, 0.14, 0.09, 0.09, 0.06, 0.04, -0.07, -0.02, 0.01, -0.06, 0.02, 0.02, -0.08, -0.01, 0.01, -0.07, -0.01, 0.02, -0.05, 0.05, 0.03, -0.06, 0.06, 0.04, -0.07, -0.01, 0.00, -0.09, 0.05, 0.06, -0.05, 0.01, 0.03, -0.04, 0.07, 0.05, -0.04, 0.04, -0.04, -0.07]}

{"formula": "C24H51BBr2K2LiN2O13PSi", "method": "ωB97M-V/def2-TZVPD", "gap_ev": 2.525, "max_force_ev_per_a": 11.29, "lumo_energy_ha": -0.09839, "homo_energy_ev": -5.2, "charge": 0, "species": ["C", "C", "P", "C", "C", "O", "C", "C", "O", "Si", "C", "C", "C", "B", "O", "O", "C", "C", "C", "Br", "C", "C", "Br", "H", "H", "H", "H", "H", "H", "H", "H", "H", "H", "H", "H", "H", "H", "H", "H", "H", "H", "H", "H", "H", "H", "H", "H", "H", "H", "H", "H", "H", "H", "O", "C", "O", "C", "C", "C", "H", "H", "H", "H", "H", "H", "O", "H", "H", "O", "H", "H", "O", "H", "K", "C", "C", "O", "H", "H", "H", "H", "H", "N", "C", "C", "C", "C", "H", "H", "H", "H", "H", "Li", "K", "N", "O", "O", "O"], "xyz": [[2.783, -3.138, 3.417], [2.506, -1.847, 3.288], [1.610, -1.100, 1.821], [1.870, -1.979, 0.217], [0.773, -1.862, -0.799], [0.528, -2.754, -1.556], [0.151, -2.324, 2.248], [-1.238, -1.894, 1.825], [-1.910, -1.345, 2.953], [-3.501, -0.935, 2.757], [-4.221, -0.327, 4.378], [-4.572, -2.379, 2.215], [-3.771, 0.423, 1.493], [0.530, 0.490, 2.239], [-0.329, 0.982, 1.379], [0.764, 1.093, 3.466], [0.171, 0.421, 4.557], [0.982, 0.772, 5.792], [3.172, 0.126, 1.585], [4.917, -0.847, 1.582], [3.207, 1.133, 0.425], [2.187, 1.050, -0.691], [3.103, 2.963, 1.184], [2.775, -3.649, 4.367], [2.978, -3.704, 2.520], [2.802, -1.185, 4.104], [2.756, -1.574, -0.267], [2.080, -3.035, 0.331], [0.146, -0.967, -0.851], [0.350, -3.304, 1.818], [0.102, -2.515, 3.313], [-1.785, -2.793, 1.529], [-1.292, -1.251, 0.949], [-4.187, 0.753, 4.447], [-3.770, -0.809, 5.240], [-5.269, -0.613, 4.358], [-5.608, -2.069, 2.162], [-4.280, -2.638, 1.197], [-4.435, -3.284, 2.798], [-4.680, 0.182, 0.946], [-3.944, 1.370, 1.987], [-2.953, 0.488, 0.786], [-0.617, 1.942, 1.623], [-0.835, 0.802, 4.688], [0.194, -0.661, 4.463], [1.753, 0.017, 5.916], [0.392, 0.932, 6.685], [1.497, 1.703, 5.581], [3.245, 0.693, 2.501], [4.188, 1.134, -0.018], [2.146, 1.986, -1.227], [1.190, 0.756, -0.402], [2.534, 0.325, -1.428], [1.119, 2.037, -3.045], [1.348, 1.743, -4.183], [2.470, 2.134, -4.850], [2.358, 1.712, -6.246], [1.351, 0.578, -6.240], [0.426, 0.970, -5.097], [2.013, 2.575, -6.849], [3.332, 1.385, -6.614], [0.847, 0.457, -7.193], [1.852, -0.362, -5.998], [-0.385, 1.633, -5.437], [0.019, 0.106, -4.582], [4.135, 2.147, -8.601], [3.645, 2.962, -8.818], [5.020, 2.295, -8.943], [1.293, -2.263, 6.696], [0.479, -2.282, 7.218], [1.702, -3.121, 6.869], [-0.923, 3.423, 2.137], [-0.797, 3.959, 2.923], [0.647, 3.950, -4.445], [-0.817, 2.748, -9.789], [0.199, 2.551, -8.660], [1.155, 3.522, -8.695], [-0.328, 2.692, -10.762], [-1.587, 1.964, -9.754], [-1.318, 3.712, -9.701], [0.564, 1.492, -8.765], [-0.420, 2.501, -7.712], [-3.379, -4.686, 7.833], [-2.019, -4.806, 7.856], [-1.536, -4.298, 6.678], [-2.653, -3.850, 5.918], [-3.773, -4.102, 6.659], [-3.996, -4.982, 8.565], [-1.515, -5.242, 8.701], [-0.499, -4.253, 6.388], [-2.631, -3.395, 4.941], [-4.813, -3.917, 6.453], [3.041, -0.877, 6.465], [4.869, 3.610, -7.595], [-1.920, 6.957, -9.907], [-1.473, 8.100, -9.663], [-2.255, 6.205, -8.962], [-2.028, 6.563, -11.084]], "forces_ev_per_angstrom": [[-0.0580, 0.2870, -0.3948], [0.2772, 0.0004, -0.1672], [0.5551, -0.7846, 0.8310], [0.4687, 0.7574, -0.4197], [-0.5523, 0.0072, 0.3880], [-0.0461, -0.7851, -0.6930], [0.0005, 0.0198, -0.3312], [-0.4660, -1.0526, 0.1119], [0.1554, 0.2489, -0.0911], [-1.2500, 0.8598, 0.0805], [0.2385, -0.3804, -0.3104], [0.9978, -0.0874, -0.4213], [-0.0854, -0.6866, 0.1992], [-0.4572, 0.9080, -0.1082], [0.3342, -0.4838, -0.9018], [0.4902, -0.9018, 0.1270], [0.4319, 0.5673, 0.6811], [0.2146, 0.8831, -0.3529], [0.2848, -0.0144, -0.5696], [-0.0489, -0.0133, -0.0736], [-0.0821, 0.4567, 0.3075], [0.4408, -0.4085, -0.2933], [-0.0438, -0.0184, 0.0716], [0.9415, -0.0294, 0.2662], [-0.7728, -0.6399, -0.0511], [-0.9104, 0.3197, 0.3374], [0.1934, 0.1846, -0.0132], [-0.1126, -0.2419, 0.3888], [0.1385, 0.4554, 0.2036], [0.2118, -0.1760, -0.1428], [-0.0580, 0.1175, 0.2700], [-0.0898, -0.1912, -0.0948], [0.1951, 0.4976, 0.0849], [0.2196, 0.2095, 0.2099], [0.0945, 0.0825, 0.2866], [-0.2338, -0.0374, 0.0643], [-0.2671, -0.0063, 0.2116], [-0.0429, -0.1015, -0.2267], [-0.2401, -0.1264, 0.2752], [-0.1445, -0.0327, -0.2040], [0.3139, 0.3406, -0.0065], [0.1605, 0.2926, -0.1311], [-0.3761, 1.4827, 1.0019], [-0.3506, -0.2386, -0.1037], [-0.4541, -0.1715, -0.3100], [-0.2384, 0.0103, 0.1230], [-0.0325, -0.4172, 0.3073], [0.0524, 0.2523, 0.0247], [-0.0640, 0.0019, 0.3132], [0.2563, -0.0016, -0.0817], [-0.0350, 0.0812, 0.2699], [-0.2301, 0.3177, 0.3062], [0.0823, -0.2095, -0.0869], [0.3302, 0.1642, 0.0968], [0.3956, -2.7088, -0.1468], [-0.4009, -0.1560, 0.5178], [-0.0878, 0.0376, -0.6414], [-0.0316, -0.2629, 0.0479], [0.5230, -0.1871, -0.3555], [-0.0860, -0.1395, -0.1416], [-0.0617, 0.0620, 0.4131], [0.0367, 0.1606, -0.0104], [0.0078, -0.0058, 0.0694], [0.0335, -0.2441, 0.0239], [-0.2485, 0.1998, 0.1894], [-2.1603, -4.9315, -4.0855], [-2.2726, -1.5579, -1.7109], [-0.2926, -1.5759, -1.6363], [1.0272, 0.0504, 0.2337], [-0.1337, 0.1651, -0.1145], [-0.2640, -0.1521, -0.1001], [-0.0951, -0.8736, -0.7286], [0.1317, -0.2988, 0.0062], [-1.1555, 3.0956, -0.7442], [-0.3668, -0.1960, 0.1498], [-0.3899, -0.0692, -0.6259], [1.4829, -0.2566, 1.1149], [0.1040, 0.0636, 0.0277], [0.0342, 0.0148, -0.0049], [0.1069, 0.0866, -0.0184], [0.2207, 0.2352, -0.0916], [0.2115, 0.2079, 0.0974], [0.0565, 0.0566, -0.0405], [-0.0341, -0.0094, 0.0979], [0.0240, 0.1402, 0.0338], [0.0976, 0.0863, -0.1222], [-0.0170, -0.0635, 0.0808], [-0.0291, -0.0126, 0.0321], [0.0126, -0.0420, -0.0027], [-0.0406, -0.1251, -0.1008], [0.0312, 0.0271, -0.0059], [-0.0129, 0.0071, -0.0299], [-0.4591, -0.4621, 0.0134], [3.7041, 8.1344, 6.9032], [0.0874, 0.0400, 0.0273], [-0.0111, -0.0834, 0.0027], [-0.0060, -0.0411, 0.0659], [-0.0092, 0.0161, 0.0517]], "lowdin_charge": [-0.05, -0.32, 0.93, -0.22, -0.32, 0.07, -0.25, -0.31, -0.22, 0.41, -0.15, -0.16, -0.13, -0.79, 0.14, 0.03, -0.23, -0.06, -0.79, 0.64, -0.77, -0.17, 0.72, 0.05, 0.06, 0.05, 0.07, 0.10, 0.12, 0.08, 0.07, 0.11, 0.09, 0.03, 0.01, 0.03, 0.03, 0.03, 0.02, 0.03, 0.04, 0.02, 0.06, 0.14, 0.09, -0.04, 0.09, 0.10, 0.00, 0.04, 0.04, 0.05, 0.08, 0.01, -0.64, -0.04, -0.15, -0.12, -0.06, 0.09, 0.11, 0.10, 0.13, 0.13, 0.14, -0.29, 0.00, 0.01, -0.08, 0.07, 0.06, -0.47, -0.13, 1.10, -0.10, -0.56, -0.33, 0.07, 0.06, 0.06, 0.07, 0.08, 0.01, -0.14, -0.12, -0.09, -0.12, 0.15, 0.10, 0.07, 0.08, 0.11, 0.82, 1.10, -0.66, -0.11, -0.12, -0.09]}